C55H64P3ReSi | wB97M-V/def2-TZVPD

Results
gap between HOMO and LUMO (alpha / beta)	6.26 / 6.68	eV
total charge	+3
E_tot	-95924.804	eV
⟨S²⟩	0.81
LUMO (alpha / beta)	-10.29 / -9.83	eV
spin multiplicity	2

Each line ends with the Löwdin spin population.
Atoms and positions in Å:
Re -0.15 -0.26 0.37  1.022
C 0.08 -1.61 -3.21  0.005
Si 0.25 -1.95 -1.38  0.010
C -1.04 -3.28 -1.03  -0.005
C -0.92 -4.60 -1.48  0.000
C -1.91 -5.53 -1.20  -0.002
C -3.05 -5.15 -0.48  0.000
C -3.20 -3.84 -0.06  -0.003
C -2.19 -2.92 -0.34  -0.010
P -2.41 -1.17 -0.01  -0.015
C -3.41 -0.97 1.47  0.001
C -2.79 -0.96 2.72  0.002
C -3.55 -0.91 3.88  0.000
C -4.93 -0.87 3.79  0.000
C -5.56 -0.91 2.55  0.000
C -4.80 -0.95 1.39  -0.001
C -3.31 -0.46 -1.39  0.006
C -4.10 0.68 -1.22  0.001
C -4.78 1.22 -2.30  0.001
C -4.68 0.62 -3.55  0.001
C -3.92 -0.53 -3.72  0.000
C -3.24 -1.07 -2.64  0.002
C 1.95 -2.62 -0.97  0.006
C 2.81 -3.19 -1.90  0.000
C 3.98 -3.82 -1.50  0.001
C 4.29 -3.93 -0.15  0.000
C 3.45 -3.38 0.80  0.001
C 2.31 -2.70 0.39  0.008
P 1.14 -1.97 1.53  0.001
C 1.84 -0.80 2.70  0.004
C 0.95 0.14 3.26  0.009
C 1.37 1.01 4.25  0.002
C 2.67 0.94 4.71  -0.001
C 3.57 0.02 4.16  0.002
C 3.16 -0.84 3.16  -0.001
C 0.29 -3.23 2.49  -0.007
C -0.05 -4.44 1.88  -0.004
C -0.65 -5.44 2.63  0.000
C -0.90 -5.24 3.98  -0.005
C -0.55 -4.05 4.60  0.000
C 0.05 -3.04 3.86  -0.004
H -0.11 -2.58 -3.69  0.000
H 0.97 -1.18 -3.68  0.000
H -0.77 -0.98 -3.44  0.000
H -0.04 -4.92 -2.02  0.000
H -1.81 -6.55 -1.55  0.000
H -3.82 -5.88 -0.27  0.000
H -4.09 -3.55 0.49  0.000
H -1.72 -1.04 2.81  0.002
H -3.06 -0.90 4.85  0.000
H -5.53 -0.83 4.69  0.000
H -6.64 -0.90 2.49  0.000
H -5.30 -0.98 0.43  0.000
H -4.21 1.13 -0.24  0.000
H -5.40 2.09 -2.16  0.000
H -5.23 1.04 -4.39  0.000
H -3.87 -1.01 -4.69  0.000
H -2.68 -1.99 -2.78  0.000
H 2.58 -3.15 -2.96  0.000
H 4.64 -4.26 -2.24  0.000
H 5.19 -4.46 0.16  0.000
H 3.68 -3.51 1.85  0.000
H -0.10 0.17 2.96  0.005
H 0.68 1.72 4.68  0.000
H 3.00 1.60 5.50  0.000
H 4.58 -0.02 4.52  0.000
H 3.87 -1.54 2.74  0.000
H 0.17 -4.62 0.84  0.000
H -0.90 -6.38 2.16  0.000
H -1.36 -6.03 4.56  0.000
H -0.72 -3.91 5.66  0.000
H 0.34 -2.12 4.36  0.000
C 3.41 4.49 1.47  0.000
C 2.84 4.66 0.07  0.000
C 3.12 3.44 -0.80  -0.003
C 2.67 2.08 -0.19  -0.004
C 3.04 2.00 1.30  0.000
C 2.81 3.26 2.13  0.000
P 1.00 1.60 -0.86  -0.028
C -0.23 2.85 -0.37  0.000
C -0.61 2.52 1.08  0.006
C -1.35 3.71 1.73  0.002
C -2.04 4.58 0.66  0.000
C -2.62 3.69 -0.43  0.000
C -1.53 2.91 -1.20  0.001
C 1.19 1.49 -2.69  -0.006
C 0.88 2.81 -3.47  -0.002
C 1.72 2.92 -4.74  -0.001
C 1.85 1.57 -5.42  0.000
C 2.73 0.65 -4.57  0.000
C 2.58 0.93 -3.06  0.000
H 3.22 5.38 2.07  0.000
H 4.50 4.39 1.40  0.000
H 3.28 5.53 -0.42  0.000
H 1.77 4.87 0.14  0.000
H 4.20 3.35 -0.92  0.000
H 2.73 3.58 -1.81  0.000
H 3.26 1.31 -0.69  0.000
H 4.12 1.80 1.30  0.000
H 2.58 1.13 1.77  0.000
H 3.26 3.10 3.11  0.000
H 1.75 3.43 2.31  0.000
H 0.26 3.82 -0.43  0.000
H 0.25 2.23 1.69  0.000
H -1.30 1.64 1.05  0.002
H -0.62 4.30 2.29  0.000
H -2.08 3.34 2.45  0.000
H -1.33 5.30 0.24  0.000
H -2.82 5.17 1.13  0.000
H -3.22 4.27 -1.13  0.000
H -3.31 3.00 0.05  0.000
H -1.34 3.38 -2.16  0.000
H -1.88 1.90 -1.42  0.001
H 0.43 0.78 -2.97  0.000
H 1.00 3.70 -2.86  0.000
H -0.17 2.78 -3.76  0.000
H 2.72 3.32 -4.51  0.000
H 1.25 3.65 -5.40  0.000
H 2.27 1.66 -6.41  0.000
H 0.85 1.13 -5.55  0.000
H 3.78 0.80 -4.82  0.000
H 2.53 -0.40 -4.80  0.000
H 3.33 1.68 -2.79  0.000
H 2.82 0.04 -2.47  0.000